(1)
{"formula": "C33H97Cl2N16O7P5", "method": "ωB97M-V/def2-TZVPD", "homo_energy_ev": -7.90, "total_energy_ev": -145455.89507, "homo_lumo_gap_ev": 7.62, "lumo_ha": -0.01031, "e_above_lowest_kj_mol": 400.0, "species": ["O", "P", "N", "C", "C", "N", "C", "C", "N", "C", "C", "H", "H", "H", "H", "H", "H", "H", "H", "H", "H", "H", "H", "H", "H", "H", "H", "H", "H", "O", "P", "N", "C", "C", "N", "C", "C", "N", "C", "C", "H", "H", "H", "H", "H", "H", "H", "H", "H", "H", "H", "H", "H", "H", "H", "H", "H", "H", "O", "P", "N", "C", "C", "N", "C", "C", "N", "C", "C", "H", "H", "H", "H", "H", "H", "H", "H", "H", "H", "H", "H", "H", "H", "H", "H", "H", "H", "O", "P", "N", "C", "C", "N", "C", "C", "N", "C", "C", "H", "H", "H", "H", "H", "H", "H", "H", "H", "H", "H", "H", "H", "H", "H", "H", "H", "H", "O", "P", "N", "C", "C", "N", "C", "C", "N", "C", "C", "H", "H", "H", "H", "H", "H", "H", "H", "H", "H", "H", "H", "H", "H", "H", "H", "H", "H", "C", "N", "O", "O", "H", "H", "H", "Cl", "C", "C", "Cl", "H", "H", "H", "H"], "xyz": [[-9.934, 2.112, -0.219], [-8.887, 2.363, 0.766], [-8.883, 1.204, 2.106], [-10.050, 0.487, 2.503], [-7.748, 1.021, 2.904], [-9.199, 3.851, 1.469], [-9.492, 5.030, 0.758], [-9.074, 4.001, 2.960], [-7.325, 2.433, 0.102], [-6.355, 3.455, 0.545], [-6.726, 1.233, -0.485], [-9.689, -0.390, 3.041], [-10.641, 0.155, 1.650], [-10.665, 1.244, 2.990], [-6.952, 1.700, 2.598], [-7.264, 0.046, 2.855], [-7.948, 1.101, 3.972], [-9.500, 5.896, 1.420], [-8.885, 5.054, -0.147], [-10.506, 5.045, 0.358], [-9.923, 3.458, 3.375], [-8.155, 3.518, 3.292], [-9.151, 5.011, 3.362], [-6.873, 4.371, 0.260], [-6.160, 3.477, 1.617], [-5.392, 3.425, 0.035], [-5.929, 1.523, -1.171], [-7.517, 0.752, -1.060], [-6.373, 0.650, 0.366], [-18.351, 2.988, -0.110], [-16.975, 2.399, 0.132], [-15.675, 3.628, 0.448], [-15.037, 4.495, -0.601], [-15.066, 3.861, 1.762], [-16.414, 1.398, -1.073], [-14.989, 1.105, -1.134], [-17.203, 0.464, -1.778], [-16.967, 1.353, 1.444], [-15.866, 0.468, 1.901], [-18.166, 1.005, 2.223], [-15.622, 4.913, -1.421], [-14.205, 3.910, -0.992], [-14.500, 5.317, -0.129], [-15.693, 4.412, 2.463], [-14.176, 4.482, 1.662], [-14.633, 2.925, 2.113], [-14.571, 1.117, -2.141], [-14.490, 1.927, -0.622], [-14.771, 0.115, -0.734], [-18.223, 0.822, -1.917], [-16.744, 0.318, -2.755], [-17.334, -0.486, -1.259], [-14.948, 0.944, 1.557], [-15.865, 0.274, 2.974], [-16.015, -0.459, 1.347], [-19.109, 1.536, 2.089], [-17.992, 0.813, 3.282], [-18.517, 0.027, 1.893], [-21.194, 7.635, -0.210], [-21.072, 9.092, 0.025], [-20.682, 9.962, -1.429], [-19.826, 9.182, -2.566], [-20.546, 11.369, -1.400], [-19.807, 9.548, 1.112], [-19.793, 10.848, 1.798], [-18.500, 8.920, 0.939], [-22.428, 9.844, 0.608], [-23.452, 10.342, -0.245], [-22.819, 9.555, 1.972], [-20.406, 8.411, -3.073], [-18.964, 8.638, -2.181], [-19.364, 9.944, -3.195], [-19.521, 11.596, -1.106], [-21.236, 11.842, -0.702], [-20.806, 11.700, -2.406], [-19.594, 10.667, 2.854], [-18.985, 11.484, 1.436], [-20.689, 11.468, 1.758], [-17.988, 9.288, 0.051], [-17.864, 9.282, 1.747], [-18.524, 7.832, 0.887], [-23.159, 10.669, -1.243], [-24.192, 9.563, -0.431], [-23.898, 11.226, 0.211], [-22.837, 8.468, 2.050], [-23.798, 9.922, 2.281], [-22.019, 9.898, 2.627], [-5.368, 12.871, -0.277], [-5.455, 12.888, 1.230], [-4.667, 11.515, 1.982], [-4.119, 10.455, 1.190], [-4.494, 11.419, 3.375], [-7.097, 12.819, 1.830], [-7.542, 12.871, 3.182], [-8.175, 12.577, 0.822], [-4.818, 14.315, 1.996], [-5.719, 15.541, 1.918], [-3.414, 14.488, 2.268], [-4.442, 9.481, 1.557], [-3.034, 10.464, 1.086], [-4.579, 10.393, 0.204], [-5.099, 10.659, 3.870], [-4.225, 12.355, 3.865], [-3.501, 10.982, 3.485], [-8.217, 12.048, 3.417], [-6.757, 13.107, 3.900], [-8.207, 13.728, 3.296], [-9.053, 12.074, 1.227], [-8.444, 13.575, 0.474], [-7.751, 11.992, 0.007], [-5.104, 16.401, 2.181], [-6.088, 15.671, 0.901], [-6.615, 15.481, 2.536], [-3.077, 13.701, 2.943], [-3.106, 15.438, 2.705], [-2.806, 14.454, 1.364], [-12.759, 10.640, 8.863], [-11.506, 10.949, 9.582], [-10.472, 9.624, 9.838], [-10.578, 8.851, 11.065], [-9.780, 8.927, 8.764], [-11.760, 11.647, 11.158], [-12.778, 12.637, 11.356], [-10.625, 12.107, 11.966], [-10.525, 12.036, 8.745], [-11.070, 13.150, 8.030], [-9.073, 12.078, 8.821], [-11.465, 8.217, 11.095], [-10.493, 9.419, 11.991], [-9.730, 8.180, 11.200], [-10.397, 8.030, 8.715], [-8.733, 8.759, 9.017], [-9.845, 9.434, 7.801], [-13.244, 12.496, 12.331], [-12.368, 13.637, 11.215], [-13.536, 12.603, 10.573], [-10.886, 12.241, 13.016], [-9.801, 11.395, 11.904], [-10.236, 13.070, 11.636], [-10.926, 12.973, 6.964], [-12.128, 13.316, 8.230], [-10.522, 14.042, 8.335], [-8.679, 11.853, 7.829], [-8.618, 11.271, 9.396], [-8.741, 13.052, 9.179], [-13.814, 9.215, 4.789], [-13.087, 9.642, 3.572], [-11.856, 9.399, 3.585], [-13.763, 10.004, 2.625], [-14.386, 9.937, 5.372], [-13.139, 8.650, 5.431], [-14.513, 8.464, 4.420], [-13.573, 3.252, 7.622], [-12.878, 4.900, 7.741], [-13.926, 5.775, 8.456], [-14.253, 5.080, 10.081], [-12.602, 5.222, 6.736], [-11.996, 4.779, 8.370], [-14.894, 5.624, 7.978], [-13.639, 6.816, 8.599]]}


(2)
{"formula": "C4H6O2", "method": "ωB97M-V/def2-TZVPD", "homo_energy_ev": -8.95, "total_energy_ev": -8337.68007, "homo_lumo_gap_ev": 9.63, "lumo_ha": 0.02497, "e_above_lowest_kj_mol": 268.3, "species": ["C", "C", "O", "C", "O", "C", "H", "H", "H", "H", "H", "H"], "xyz": [[-2.035, -0.139, -0.277], [-1.088, 0.840, 0.341], [-1.295, 1.967, 0.663], [0.889, -0.016, -0.463], [0.191, 0.286, 0.621], [2.255, -0.410, 0.012], [-2.979, 0.359, -0.492], [-1.586, -0.540, -1.189], [-2.203, -0.972, 0.414], [2.265, -0.919, 0.985], [2.781, -0.995, -0.744], [2.804, 0.537, 0.130]]}


(3)
{"formula": "C19H37N2O7Tl", "method": "ωB97M-V/def2-TZVPD", "homo_energy_ev": -14.60, "charge": 2, "total_energy_ev": -42293.82839, "homo_lumo_gap_ev": 9.87, "lumo_ha": -0.17397, "species": ["Tl", "C", "C", "O", "C", "C", "O", "C", "C", "O", "C", "C", "O", "C", "C", "O", "C", "C", "O", "H", "H", "H", "H", "H", "H", "H", "H", "H", "H", "H", "H", "H", "H", "H", "H", "H", "H", "H", "H", "H", "H", "H", "H", "O", "C", "C", "C", "N", "C", "C", "N", "C", "C", "H", "H", "H", "H", "H", "H", "H", "H", "H", "H", "H", "H", "H"], "xyz": [[0.346, 0.711, -0.231], [1.731, -2.161, -1.761], [0.885, -0.888, -3.831], [1.175, 0.381, -3.278], [2.290, 1.078, -3.830], [3.088, 1.725, -2.711], [3.216, 0.802, -1.638], [4.307, 1.093, -0.768], [4.150, 0.238, 0.464], [3.020, 0.623, 1.254], [3.317, 1.591, 2.256], [2.026, 2.282, 2.689], [0.896, 1.418, 2.670], [0.944, 0.360, 3.616], [-0.158, -0.610, 3.269], [-0.015, -1.152, 1.957], [1.024, -2.128, 1.869], [1.032, -2.721, 0.487], [1.601, -1.750, -0.404], [2.639, -1.701, -2.144], [1.826, -3.249, -1.830], [0.056, -0.855, -4.539], [1.766, -1.308, -4.322], [1.934, 1.850, -4.513], [2.926, 0.393, -4.393], [2.605, 2.644, -2.362], [4.074, 1.986, -3.102], [4.321, 2.156, -0.506], [5.250, 0.847, -1.262], [5.062, 0.272, 1.064], [3.970, -0.792, 0.155], [4.002, 2.351, 1.874], [3.807, 1.097, 3.099], [1.786, 3.091, 1.999], [2.166, 2.712, 3.684], [0.785, 0.744, 4.627], [1.915, -0.141, 3.582], [-1.120, -0.097, 3.290], [-0.174, -1.413, 4.011], [0.870, -2.912, 2.614], [1.995, -1.653, 2.042], [0.020, -2.977, 0.169], [1.646, -3.624, 0.492], [-0.597, -1.855, -2.217], [0.539, -1.706, -2.598], [-4.840, 1.179, 0.983], [-3.344, 1.365, 0.619], [-2.917, 0.344, -0.340], [-3.696, 0.456, -1.575], [-5.206, 0.256, -1.278], [-5.344, -0.001, 0.200], [-4.583, -1.241, 0.588], [-3.092, -0.996, 0.237], [-5.445, 2.042, 0.714], [-4.993, 0.968, 2.038], [-2.720, 1.293, 1.511], [-3.182, 2.349, 0.182], [-3.343, -0.298, -2.276], [-3.523, 1.433, -2.021], [-5.627, -0.597, -1.804], [-5.800, 1.135, -1.518], [-6.328, -0.139, 0.414], [-5.010, -2.077, 0.039], [-4.742, -1.408, 1.651], [-2.743, -1.730, -0.483], [-2.466, -1.083, 1.126]]}